# 1
Here is a cluster of 3 separate species, C3H7O2 in total from the OMol25 dataset. Energies are from ωB97M-V with the def2-TZVPD basis set.

XYZ file:
```
12
Properties=species:S:1:pos:R:3:nbo_charge:R:1
C -2.48 -3.24 -0.10 -0.192
C 2.68 2.17 0.04 -1.265
C -2.53 -1.06 0.14 0.966
O -1.56 -0.85 0.75 -0.529
O -3.56 -0.87 -0.33 -0.501
H -3.11 -3.05 -1.03 0.135
H -3.04 -3.78 0.65 0.121
H 2.88 1.31 0.97 0.405
H 3.23 2.15 -0.94 0.481
H 3.55 2.91 0.18 0.497
H 1.81 2.82 0.29 0.384
H 2.13 1.49 -0.62 0.498
```

Calculated values
total charge	+1
HOMO-LUMO gap (alpha / beta)	6.580 / 6.293	eV
energy relative to the best compared isomer or geometry (same formula, charge and spin)	168.3	kcal/mol
E	-7303.8594	eV

***

# 2
Here is a structure of composition C21H34CdClF3N3O4 from the OMol25 dataset. Energies are from ωB97M-V with the def2-TZVPD basis set.

XYZ file:
```
67
Properties=species:S:1:pos:R:3:nbo_charge:R:1
O 2.05 -0.24 -2.91 -0.571
C 1.03 0.10 -3.51 0.442
C 0.50 1.47 -3.75 -0.180
C 0.83 2.56 -2.91 -0.097
H 1.14 2.37 -1.88 0.248
C 0.71 3.85 -3.40 -0.230
H 1.00 4.69 -2.78 0.215
C 0.20 4.10 -4.69 -0.196
H 0.16 5.11 -5.10 0.211
C -0.43 3.02 -5.35 -0.236
H -1.00 3.23 -6.25 0.211
C -0.34 1.73 -4.85 -0.171
H -0.91 0.90 -5.29 0.221
H 0.30 -0.70 -3.74 0.124
C -2.34 -1.46 -1.51 -0.666
C -2.25 -0.22 -0.71 -0.523
H -2.74 -1.28 -2.52 0.160
H -2.89 -2.30 -1.07 0.188
H -1.29 -1.78 -1.68 0.179
C -2.63 1.00 -1.09 -0.263
C -4.10 1.37 -1.31 -0.661
H -1.94 1.85 -1.18 0.172
H -4.16 1.98 -2.24 0.168
H -4.51 1.97 -0.48 0.218
H -4.70 0.45 -1.40 0.194
Cd -1.06 -0.41 1.00 1.512
Cl -3.27 -0.05 2.09 -0.871
C -1.11 0.03 4.03 0.538
O -0.38 -0.69 3.30 -0.719
N -1.19 -0.08 5.35 -0.432
C -0.49 -1.19 6.00 -0.421
C -2.14 0.70 6.15 -0.398
H -1.76 0.82 3.59 0.198
H 0.21 -1.61 5.27 0.252
H -1.20 -1.95 6.34 0.183
H 0.04 -0.82 6.89 0.180
H -2.45 1.59 5.58 0.229
H -1.68 1.01 7.09 0.183
H -3.03 0.12 6.41 0.189
H 5.03 1.51 -1.33 0.170
H 4.73 1.53 1.43 0.170
C 3.93 1.62 -1.32 -0.425
C 3.69 1.76 1.14 -0.416
N 3.36 1.06 -0.10 -0.438
H 3.49 1.10 -2.18 0.250
C 2.75 -0.16 -0.07 0.531
O 2.02 -0.54 0.86 -0.632
H 3.00 1.42 1.93 0.260
H 2.98 -0.79 -0.97 0.129
H 3.68 2.70 -1.38 0.197
H 3.59 2.84 0.99 0.198
H 0.09 -5.83 1.25 0.189
H 2.31 -5.54 -0.33 0.189
C -0.39 -5.27 0.43 -0.422
C 1.65 -4.91 -0.95 -0.399
N 0.57 -4.33 -0.16 -0.423
H -1.23 -4.69 0.83 0.259
C 0.45 -3.02 0.08 0.547
O -0.43 -2.54 0.83 -0.686
H 2.24 -4.09 -1.39 0.217
H 1.18 -2.37 -0.45 0.158
H -0.74 -5.98 -0.34 0.190
H 1.26 -5.54 -1.76 0.192
F 0.15 2.10 2.50 -0.413
C -0.49 1.80 1.33 0.464
F 0.42 2.17 0.34 -0.442
F -1.50 2.72 1.23 -0.395
```

Calculated values
total charge	-1
HOMO-LUMO gap (alpha / beta)	4.120 / 4.119	eV
E	-60225.8477	eV

***

# 3
Here is a structure of composition C45H41BaCl2GeN4O2P2 from the OMol25 dataset. Energies are from ωB97M-V with the def2-TZVPD basis set.

XYZ file:
```
98
Properties=species:S:1:pos:R:3:mulliken_charge:R:1
Ba -0.34 0.50 0.10 0.765
Cl -1.15 3.60 7.11 -0.204
C -0.77 3.43 5.44 -0.237
C -1.15 2.30 4.79 -0.667
C -0.84 2.08 3.41 0.019
N -1.12 0.94 2.76 0.662
C -1.97 0.01 3.32 -0.335
O -2.85 0.22 4.14 -0.668
C -1.80 -1.41 2.84 0.219
C -2.56 -2.41 3.43 -0.375
C -2.40 -3.72 3.01 -0.554
C -1.50 -3.99 1.99 -0.934
C -0.79 -2.94 1.45 -0.418
N -0.93 -1.68 1.85 0.326
C -0.15 3.14 2.69 -0.121
C 0.23 4.30 3.42 -0.856
C -0.06 4.44 4.74 0.163
Cl 0.45 5.87 5.56 -0.204
N 0.16 2.94 1.38 0.465
C 0.60 4.00 0.63 -0.044
O 0.44 5.19 0.85 -0.685
C 1.30 3.65 -0.67 -0.106
C 1.96 4.65 -1.37 -0.426
C 2.54 4.34 -2.59 -0.632
C 2.42 3.05 -3.09 -0.800
C 1.74 2.12 -2.33 -0.587
N 1.21 2.40 -1.14 1.029
H -1.68 1.54 5.34 0.681
H -3.25 -2.14 4.22 0.511
H -2.98 -4.51 3.45 0.438
H -1.34 -5.00 1.63 0.470
H -0.07 -3.11 0.65 0.481
H 0.75 5.09 2.92 0.638
H 1.99 5.65 -0.96 0.564
H 3.06 5.10 -3.15 0.425
H 2.84 2.79 -4.05 0.514
H 1.58 1.11 -2.69 0.291
C -0.69 -3.16 -2.49 -1.086
P 0.67 -2.04 -2.01 1.590
C 1.38 -1.67 -3.66 -1.320
C 1.92 -3.19 -1.29 -0.193
C 1.99 -4.53 -1.68 -0.621
C 2.89 -5.40 -1.09 -0.893
C 3.75 -4.94 -0.10 -0.805
C 3.70 -3.61 0.29 -0.922
C 2.80 -2.72 -0.30 0.204
P 2.75 -0.96 0.21 1.930
C 3.69 -0.92 1.78 -1.632
C 4.00 -0.24 -0.93 -1.351
H -0.39 -3.91 -3.23 0.519
H -1.47 -2.54 -2.93 -0.120
H -1.11 -3.65 -1.62 0.432
H 1.58 -2.58 -4.23 0.478
H 2.31 -1.12 -3.56 0.322
H 0.66 -1.05 -4.21 0.161
H 1.32 -4.90 -2.44 0.324
H 2.91 -6.44 -1.40 0.425
H 4.45 -5.62 0.37 0.405
H 4.38 -3.27 1.06 0.275
H 4.73 -1.26 1.68 0.449
H 3.19 -1.51 2.54 0.423
H 3.71 0.12 2.12 0.392
H 4.95 -0.78 -0.86 0.485
H 4.16 0.81 -0.67 0.410
H 3.64 -0.29 -1.96 0.224
C -2.03 -0.03 -4.86 -1.635
Ge -2.01 0.51 -2.93 1.637
C -2.85 2.32 -3.06 -0.165
C -4.22 2.52 -3.26 -0.126
C -4.75 3.81 -3.32 -0.702
C -3.93 4.91 -3.18 -0.452
C -2.57 4.73 -2.98 -0.688
C -2.05 3.45 -2.91 -0.189
C -3.53 -0.62 -2.21 0.375
C -3.99 -1.72 -2.89 -0.470
C -4.83 -2.69 -2.29 -0.917
C -5.21 -2.55 -0.99 -1.137
C -4.81 -1.42 -0.25 1.200
C -5.24 -1.22 1.09 -0.914
C -4.89 -0.10 1.79 -0.700
C -4.09 0.89 1.17 -0.929
C -3.65 0.72 -0.11 -0.706
C -3.98 -0.44 -0.87 0.009
H -3.03 0.08 -5.29 0.491
H -1.71 -1.06 -5.01 0.387
H -1.35 0.61 -5.42 0.395
H -4.88 1.67 -3.36 0.319
H -5.82 3.94 -3.47 0.402
H -4.35 5.91 -3.22 0.375
H -1.92 5.59 -2.86 0.406
H -0.98 3.32 -2.75 0.236
H -3.69 -1.88 -3.93 0.388
H -5.16 -3.54 -2.87 0.418
H -5.84 -3.29 -0.51 0.388
H -5.87 -1.97 1.55 0.387
H -5.21 0.04 2.81 0.389
H -3.84 1.79 1.72 0.419
H -3.12 1.53 -0.60 0.791
```

Calculated values
total charge	0
HOMO-LUMO gap (alpha / beta)	6.201 / 4.271	eV
energy relative to the best compared isomer or geometry (same formula, charge and spin)	2.4	kcal/mol
expectation value of S²	0.77
E	-158221.0725	eV
2S+1	2

***

# 4
Here is a structure of composition C6H19N6O4Tl from the OMol25 dataset. Energies are from ωB97M-V with the def2-TZVPD basis set.

XYZ file:
```
36
Properties=species:S:1:pos:R:3:nbo_charge:R:1
Tl -0.30 0.15 0.79 0.950
C -0.03 -0.97 -4.24 -0.637
C -0.90 -1.52 -3.11 0.000
C -1.30 -2.95 -3.22 -0.631
O -0.33 -1.31 -1.78 -0.298
H 0.05 0.12 -4.30 0.231
H -0.46 -1.37 -5.16 0.224
H 0.89 -1.54 -4.38 0.223
H -1.86 -1.04 -3.30 0.232
H -1.77 -3.26 -4.15 0.227
H -2.10 -3.23 -2.54 0.216
H -0.46 -3.61 -3.01 0.217
C -3.66 0.58 -1.50 0.768
O -2.62 0.64 -0.89 -0.728
N -4.33 1.56 -2.00 -0.804
N -4.36 -0.54 -1.55 -0.836
H -3.92 2.48 -1.91 0.419
H -5.24 1.34 -2.38 0.400
H -3.99 -1.32 -1.04 0.405
H -5.15 -0.69 -2.16 0.394
C 1.26 2.88 2.93 0.777
O 0.53 2.68 1.95 -0.732
N 1.26 2.23 4.10 -0.827
N 2.16 3.76 3.02 -0.784
H 2.13 2.25 4.62 0.377
H 0.55 1.52 4.27 0.404
H 2.37 4.12 2.10 0.414
H 2.81 3.72 3.78 0.389
C 3.23 -0.58 2.80 0.771
O 2.42 -0.06 1.99 -0.727
N 4.19 -0.01 3.47 -0.806
N 3.44 -1.91 2.90 -0.812
H 4.67 -0.54 4.19 0.398
H 4.18 1.00 3.45 0.402
H 2.69 -2.48 2.52 0.408
H 3.97 -2.10 3.74 0.376
```

Calculated values
total charge	+1
HOMO-LUMO gap (alpha / beta)	10.187 / 8.568	eV
expectation value of S²	0.75
E	-28348.4908	eV
2S+1	2

***

# 5
Here is a cluster of 5 separate species, H10O5 in total from the OMol25 dataset. Energies are from ωB97M-V with the def2-TZVPD basis set.

XYZ file:
```
15
Properties=species:S:1:pos:R:3:nbo_charge:R:1
O -6.01 7.18 -22.69 -1.499
H -5.18 6.94 -22.27 0.351
H -6.46 6.34 -22.82 0.312
O -11.07 9.17 -20.96 -0.981
H -10.16 9.46 -21.00 0.500
H -11.05 8.38 -20.43 0.454
O -5.97 9.93 -22.39 -1.031
H -5.99 9.02 -22.67 0.500
H -5.30 10.34 -22.94 0.456
O -8.29 9.30 -20.80 -1.033
H -8.18 8.39 -21.09 0.473
H -7.53 9.76 -21.17 0.513
O -6.82 10.46 -18.58 -0.955
H -7.40 9.77 -18.90 0.489
H -7.26 10.82 -17.81 0.451
```

Calculated values
total charge	-1
HOMO-LUMO gap (alpha / beta)	2.972 / 11.013	eV
energy relative to the best compared isomer or geometry (same formula, charge and spin)	3.9	kcal/mol
expectation value of S²	0.75
E	-10399.5385	eV
2S+1	2